(1)
Here is an isolated molecule of C6H7I in a non-equilibrium geometry from the OMol25 dataset. Energies are from the ωB97M-V functional and the def2-TZVPD basis.

Each line ends with the Löwdin charge.
Element x y z (Å)
C 1.59 0.49 -0.31  0.080
C -1.69 0.80 0.59  -0.130
C -1.18 1.24 -0.67  -0.792
C 0.62 -0.36 0.02  -0.343
C -0.71 0.08 -0.28  -0.222
C 0.54 -1.86 0.30  -0.052
I -0.90 2.82 -1.87  0.945
H 1.29 1.44 -0.68  -0.002
H 2.62 0.29 -0.08  0.063
H -1.37 1.35 1.51  0.120
H -2.64 0.36 0.64  0.065
H -0.21 -2.37 0.93  0.092
H 1.55 -2.03 0.67  0.064
H 0.50 -2.24 -0.78  0.114

## Properties
Net charge = 0
Relative energy (zero: lowest compared OMol25 entry of this formula, charge and spin) = 70.37 kcal per mole
Spin multiplicity = 1
SMILES = C=C(C)C1=C(I)C1
Gap between HOMO and LUMO = 8.96 eV
F_max = 3.203 eV/A

---

(2)
Here is a cluster of 11 separate species, C20H54N8O22 in total in a non-equilibrium geometry from the OMol25 dataset. Energies are from the ωB97M-V functional and the def2-TZVPD basis.

Each line ends with the Löwdin charge.
Element x y z (Å)
C 20.03 24.31 25.65  0.049
N 19.39 23.72 24.43  -0.387
O 19.37 24.38 23.38  0.064
O 18.98 22.56 24.54  0.025
H 21.05 23.94 25.53  0.079
H 19.64 23.95 26.60  0.088
H 20.04 25.40 25.62  0.088
C 15.21 26.27 26.05  0.059
N 15.86 26.72 24.75  -0.426
O 16.13 27.91 24.68  0.043
O 15.96 25.90 23.81  0.035
H 14.33 26.90 26.03  0.105
H 15.98 26.48 26.80  0.072
H 15.00 25.20 25.95  0.094
C 24.97 23.87 26.13  0.044
N 24.41 22.95 27.17  -0.448
O 25.17 22.29 27.84  0.066
O 23.23 22.74 27.13  0.062
H 24.24 24.51 25.63  0.075
H 25.62 23.31 25.46  0.097
H 25.50 24.70 26.60  0.094
C 15.93 20.42 26.19  0.007
N 14.72 20.74 25.39  -0.367
O 13.74 21.29 25.91  0.065
O 15.04 20.61 24.13  0.003
H 16.82 20.57 25.57  0.086
H 16.02 19.41 26.59  0.103
H 15.89 21.07 27.06  0.089
C 20.92 20.43 23.51  0.033
N 21.83 21.54 23.10  -0.340
O 22.19 22.29 24.02  0.041
O 22.04 21.76 21.83  0.010
H 21.23 19.62 22.86  0.099
H 19.92 20.72 23.18  0.091
H 20.83 20.14 24.56  0.097
C 23.32 28.61 26.34  0.059
N 22.88 27.27 25.85  -0.425
O 23.18 26.95 24.69  0.042
O 22.20 26.53 26.53  0.049
H 22.44 29.04 26.81  0.098
H 23.65 29.30 25.57  0.103
H 24.03 28.40 27.14  0.103
C 16.86 27.86 30.84  0.025
N 16.40 27.00 29.76  -0.454
O 17.22 26.23 29.33  0.061
O 15.30 27.15 29.28  0.073
H 16.58 27.39 31.78  0.108
H 16.57 28.91 30.77  0.107
H 17.94 27.85 30.96  0.099
C 22.62 28.39 20.73  0.039
N 22.66 29.86 20.93  -0.476
O 21.99 30.48 20.19  0.092
O 23.39 30.26 21.82  0.050
H 21.65 28.03 21.08  0.102
H 23.47 27.80 21.08  0.094
H 22.58 28.30 19.65  0.098
C 19.20 20.88 27.72  -0.075
O 18.04 20.29 28.40  -0.223
C 17.89 20.79 29.74  -0.155
C 17.00 19.77 30.58  -0.168
O 17.69 18.55 30.93  -0.206
C 16.97 17.78 31.90  -0.101
H 20.12 20.41 28.06  0.090
H 19.32 21.95 27.82  0.072
H 19.12 20.64 26.66  0.064
H 17.35 21.73 29.61  0.116
H 18.86 20.93 30.22  0.121
H 16.06 19.47 30.12  0.118
H 16.72 20.26 31.51  0.106
H 16.02 17.37 31.54  0.081
H 16.74 18.47 32.72  0.080
H 17.63 16.95 32.14  0.091
C 17.87 28.29 19.69  -0.103
O 18.95 27.52 19.22  -0.212
C 18.71 26.12 18.95  -0.210
C 19.94 25.42 18.49  -0.237
O 20.99 25.40 19.38  -0.184
C 20.70 24.83 20.66  -0.083
H 17.04 28.37 18.98  0.086
H 18.24 29.28 19.96  0.087
H 17.60 27.79 20.62  0.085
H 17.90 26.12 18.22  0.128
H 18.31 25.72 19.88  0.113
H 20.20 26.07 17.66  0.136
H 19.58 24.41 18.28  0.133
H 19.95 25.42 21.20  0.068
H 21.60 24.73 21.27  0.079
H 20.34 23.81 20.54  0.091
C 24.29 23.88 16.85  -0.101
O 24.48 23.35 18.17  -0.162
C 24.37 24.39 19.13  -0.203
C 24.42 23.93 20.65  -0.162
O 25.64 23.24 20.95  -0.190
C 25.56 22.36 22.10  -0.086
H 24.52 23.07 16.16  0.092
H 24.96 24.74 16.80  0.078
H 23.34 24.38 16.65  0.081
H 23.49 25.02 19.00  0.094
H 25.02 25.24 18.93  0.110
H 23.59 23.23 20.76  0.089
H 24.41 24.81 21.29  0.118
H 26.52 21.91 22.36  0.088
H 24.75 21.65 21.94  0.070
H 25.20 22.87 22.99  0.057

## Properties
Net charge = 0
Relative energy (zero: lowest compared OMol25 entry of this formula, charge and spin) = 57.35 kcal per mole
Spin multiplicity = 1
SMILES = C[N+](=O)[O-].C[N+](=O)[O-].C[N+](=O)[O-].C[N+](=O)[O-].C[N+](=O)[O-].C[N+](=O)[O-].C[N+](=O)[O-].C[N+](=O)[O-].COCCOC.COCCOC.COCCOC
Gap between HOMO and LUMO = 8.78 eV
F_max = 5.180 eV/A

---

(3)
Here is a cluster of 2 separate species, C4H10NO in total from the OMol25 dataset. Energies are from the ωB97M-V functional and the def2-TZVPD basis.

Each line ends with the Löwdin charge.
Element x y z (Å)
C 0.65 -0.59 1.25  -0.122
C 0.07 0.79 1.31  -0.149
C 0.36 1.77 0.46  -0.236
O -0.20 3.00 0.61  0.026
H -0.17 -1.32 1.28  0.069
H 1.29 -0.75 0.38  0.075
H 1.27 -0.80 2.12  0.088
H -0.60 1.04 2.13  0.123
H 1.07 1.69 -0.37  0.129
H 0.16 3.60 -0.06  0.108
C -0.72 -0.80 -1.66  0.183
N -0.57 -2.03 -1.38  0.215
H -0.39 -0.06 -0.94  0.069
H -1.22 -0.50 -2.57  0.135
H -0.94 -2.74 -2.01  0.163
H -0.07 -2.30 -0.54  0.125

## Properties
Net charge = +1
Relative energy (zero: lowest compared OMol25 entry of this formula, charge and spin) = 46.62 kcal per mole
Spin multiplicity = 1
Gap between HOMO and LUMO = 6.80 eV
F_max = 0.738 eV/A

---

(4)
Here is a structure of composition C39H44BCl2N10O2S3W in a non-equilibrium geometry from the OMol25 dataset. Energies are from the ωB97M-V functional and the def2-TZVPD basis.

Each line ends with the Löwdin charge.
Element x y z (Å)
W -0.93 0.84 -0.75  1.390
Cl 5.76 2.83 0.62  0.763
C 4.37 1.96 0.09  -0.675
C 3.12 2.47 0.39  -0.074
C 1.98 1.78 0.03  -0.259
N 0.63 2.24 0.44  -0.317
C 0.22 2.15 1.90  -0.242
O 0.82 1.76 4.19  0.085
C -0.11 0.67 2.13  -0.524
C -1.92 1.94 3.36  -0.093
C -3.41 1.85 3.28  -0.037
C -4.06 1.06 2.45  -0.069
C -3.37 0.14 1.47  -0.466
N -0.92 0.13 1.05  -0.125
C 2.07 0.67 -0.80  -0.205
C 3.32 0.14 -1.07  -0.010
C 4.47 0.76 -0.60  -0.663
Cl 5.98 0.04 -0.93  0.788
N 0.86 0.20 -1.41  -0.057
C 0.96 -0.47 -2.65  -0.411
O 1.93 -0.59 -3.34  0.163
C -0.37 -1.00 -3.08  -0.181
C -0.48 -1.87 -4.13  0.053
C -1.74 -2.34 -4.48  0.022
C -2.83 -1.89 -3.75  0.002
C -2.65 -1.00 -2.72  -0.125
N -1.42 -0.55 -2.37  -0.060
H 3.07 3.41 0.90  0.098
H -1.62 2.13 4.39  0.142
H -3.96 2.48 3.97  0.140
H -5.15 1.04 2.44  0.133
H -3.97 -0.76 1.35  0.077
H 3.43 -0.75 -1.68  0.123
H 0.42 -2.16 -4.66  0.145
H -1.86 -3.03 -5.30  0.137
H -3.84 -2.22 -3.98  0.132
H -3.48 -0.62 -2.15  0.049
C -1.63 5.27 -2.96  0.005
C -2.20 3.97 -2.42  -0.503
C -1.27 2.80 -2.76  -0.059
C -3.59 3.70 -3.00  -0.015
N -2.33 4.06 -0.91  0.014
C -3.49 4.23 -0.23  0.007
C -3.23 3.95 1.09  0.002
N -1.93 3.62 1.20  0.046
B -1.11 3.05 2.43  -0.349
N 1.31 2.40 2.90  -0.016
C 2.20 3.47 3.18  0.019
C 3.27 2.90 3.77  0.035
N 3.19 1.52 3.85  0.060
C 1.92 1.16 3.44  -0.576
S 1.37 -0.28 2.56  1.205
C 4.22 0.56 4.39  -0.528
C 4.61 -0.42 3.29  -0.020
C 3.58 -0.17 5.57  -0.007
C 5.45 1.35 4.84  -0.020
N -1.33 0.55 3.09  -0.017
C -1.25 -0.32 4.26  -0.017
C -1.58 -1.54 3.84  -0.013
N -1.92 -1.61 2.50  0.041
C -2.00 -0.28 1.96  -0.356
S -3.25 0.88 -0.22  0.755
C -2.41 -2.86 1.83  -0.527
C -2.17 -2.71 0.34  -0.032
C -1.58 -4.04 2.36  -0.023
C -3.90 -3.11 2.12  -0.008
C -1.38 3.69 -0.02  -0.575
S 0.34 3.88 -0.17  1.158
H -1.59 5.23 -4.05  0.113
H -0.61 5.45 -2.60  0.085
H -2.26 6.11 -2.68  0.108
H -1.38 2.54 -3.81  0.124
H -1.61 1.85 -2.27  -0.006
H -0.22 3.04 -2.59  0.061
H -3.48 3.49 -4.06  0.110
H -4.24 4.58 -2.92  0.104
H -4.08 2.85 -2.52  0.085
H -4.42 4.48 -0.71  0.148
H -3.92 3.96 1.92  0.144
H -0.72 3.98 3.09  0.137
H 1.93 4.50 3.01  0.148
H 4.13 3.42 4.17  0.150
H 3.81 -1.12 3.04  0.055
H 5.45 -1.02 3.65  0.111
H 4.93 0.10 2.39  0.080
H 2.66 -0.68 5.28  0.079
H 3.36 0.53 6.39  0.105
H 4.27 -0.93 5.95  0.110
H 5.92 1.88 4.01  0.092
H 6.18 0.65 5.23  0.110
H 5.22 2.05 5.64  0.102
H -0.96 0.06 5.22  0.139
H -1.61 -2.43 4.45  0.150
H -1.11 -2.61 0.11  0.093
H -2.71 -1.84 -0.07  0.039
H -2.56 -3.60 -0.16  0.111
H -0.51 -3.82 2.33  0.096
H -1.77 -4.91 1.73  0.103
H -1.86 -4.33 3.38  0.093
H -4.56 -2.57 1.43  0.081
H -4.16 -2.81 3.14  0.101
H -4.13 -4.17 2.02  0.103

## Properties
Net charge = +3
Relative energy (zero: lowest compared OMol25 entry of this formula, charge and spin) = 76.32 kcal per mole
Spin multiplicity = 1
Gap between HOMO and LUMO = 6.78 eV
F_max = 1.598 eV/A